Entry 1:
The following is a DFT calculation (the ωB97M-V functional and the def2-TZVPD basis) of a 3-piece molecular cluster, C31H53ClN2O4 overall at a distorted geometry.

Cartesian coordinates (Å):
C 2.8296 2.2177 0.7044
C 1.5286 3.1761 0.8282
Cl 1.5830 3.8796 2.5484
C 1.4427 4.3002 -0.3187
C 0.8905 5.7013 0.2157
O 1.5950 6.7292 -0.0060
O -0.2989 5.9012 0.9620
C -1.4175 5.1463 0.4300
C -2.5854 5.2309 1.5620
C -4.0647 5.0023 0.9129
C -3.9689 3.5699 0.1623
C -3.8641 3.6016 -1.3799
C -3.7243 2.2336 -2.1094
C -3.6961 0.9361 -1.2618
C -3.8307 0.9287 0.2983
C -3.9687 2.3032 1.0490
H 2.4632 1.1468 0.5323
H 3.5539 2.5998 -0.0886
H 3.3937 2.2250 1.7118
H 0.5502 2.5715 0.7657
H 2.5189 4.4656 -0.7041
H 0.8242 3.9886 -1.2338
H -1.1758 4.0271 0.3018
H -1.8047 5.5415 -0.5842
H -2.4137 4.3166 2.2472
H -2.5060 6.2115 2.1460
H -4.2824 5.8620 0.1932
H -4.8156 4.9846 1.7831
H -3.8712 4.6159 -1.9200
H -3.6222 2.2275 -3.2453
H -3.5679 -0.0782 -1.7863
H -3.8003 -0.0299 0.9068
H -4.0522 2.3399 2.1961
C -5.5425 -4.5146 -3.7220
C -5.3158 -3.0934 -4.2886
C -6.1134 -2.9038 -5.5982
C -5.4824 -3.5787 -6.8061
C -4.0308 -3.1370 -6.9608
C -3.1940 -3.3803 -5.6901
N -3.8465 -2.8443 -4.4506
O -3.6531 -1.4898 -4.4468
C -2.9230 -4.8984 -5.5435
C -1.7802 -2.7823 -5.9216
C -5.9768 -2.1859 -3.2151
H -5.1615 -5.3163 -4.3475
H -5.0835 -4.6179 -2.7338
H -6.6122 -4.7161 -3.6054
H -6.2085 -1.8334 -5.8185
H -7.1355 -3.2772 -5.4742
H -5.5543 -4.6673 -6.7150
H -6.0424 -3.3095 -7.7073
H -3.5886 -3.6648 -7.8128
H -4.0161 -2.0721 -7.2219
H -2.5202 -5.1350 -4.5532
H -2.1845 -5.2373 -6.2773
H -3.7991 -5.5193 -5.7226
H -1.8084 -1.7172 -6.1649
H -1.2846 -3.2721 -6.7650
H -1.1446 -2.9189 -5.0414
H -5.4355 -2.2313 -2.2651
H -7.0062 -2.5022 -3.0206
H -6.0314 -1.1404 -3.5289
C 7.8582 -0.8975 3.9053
C 6.6092 0.0039 4.0442
C 6.7239 0.8889 5.3051
C 6.4406 0.1483 6.6034
C 5.0886 -0.5543 6.5264
C 4.9746 -1.4977 5.3130
N 5.3759 -0.8422 4.0259
O 4.3430 -0.0459 3.6366
C 5.8369 -2.7592 5.5675
C 3.5260 -2.0542 5.2689
C 6.7229 0.9449 2.8119
H 7.9763 -1.6308 4.6974
H 7.8455 -1.4369 2.9530
H 8.7719 -0.2947 3.9243
H 6.0194 1.7265 5.2314
H 7.7209 1.3388 5.3606
H 7.2428 -0.5651 6.8183
H 6.4338 0.8604 7.4347
H 4.9242 -1.1105 7.4558
H 4.3015 0.2079 6.4850
H 5.9544 -3.3497 4.6528
H 5.3668 -3.4120 6.3101
H 6.8236 -2.5413 5.9727
H 2.7731 -1.2640 5.2133
H 3.3008 -2.6233 6.1757
H 3.3865 -2.7252 4.4157
H 6.6029 0.3906 1.8761
H 7.7049 1.4269 2.7839
H 5.9845 1.7506 2.8307

Calculated values
- expectation value of S² = 2.009
- highest occupied orbital energy (spin up / spin down) (Ha) = -0.31621 / -0.31620
- molecular weight (Da) = 553.2
- total charge = 0
- total energy (eV) = -56689.946
- LUMO (spin up / spin down) (eV) = 0.6 / -0.3
- multiplicity = 3
- gap between HOMO and LUMO (spin up / spin down) (eV) = 9.2 / 8.3

Atom-resolved charges from Löwdin, all expressed in e: atom 1 (C): -0.129, atom 2 (C): -0.630, atom 3 (Cl): 0.564, atom 4 (C): -0.115, atom 5 (C): -0.409, atom 6 (O): 0.048, atom 7 (O): -0.081, atom 8 (C): -0.186, atom 9 (C): -0.150, atom 10 (C): -0.169, atom 11 (C): -0.204, atom 12 (C): -0.042, atom 13 (C): -0.063, atom 14 (C): -0.077, atom 15 (C): -0.057, atom 16 (C): -0.033, atom 17 (H): 0.086, atom 18 (H): 0.077, atom 19 (H): 0.053, atom 20 (H): 0.100, atom 21 (H): 0.126, atom 22 (H): 0.135, atom 23 (H): 0.119, atom 24 (H): 0.137, atom 25 (H): 0.111, atom 26 (H): 0.120, atom 27 (H): 0.108, atom 28 (H): 0.113, atom 29 (H): 0.100, atom 30 (H): 0.088, atom 31 (H): 0.076, atom 32 (H): 0.080, atom 33 (H): 0.103, atom 34 (C): -0.039, atom 35 (C): -0.480, atom 36 (C): -0.141, atom 37 (C): -0.185, atom 38 (C): -0.139, atom 39 (C): -0.483, atom 40 (N): -0.033, atom 41 (O): -0.038, atom 42 (C): -0.045, atom 43 (C): -0.048, atom 44 (C): -0.049, atom 45 (H): 0.053, atom 46 (H): 0.091, atom 47 (H): 0.088, atom 48 (H): 0.124, atom 49 (H): 0.123, atom 50 (H): 0.105, atom 51 (H): 0.115, atom 52 (H): 0.125, atom 53 (H): 0.125, atom 54 (H): 0.095, atom 55 (H): 0.084, atom 56 (H): 0.057, atom 57 (H): 0.076, atom 58 (H): 0.083, atom 59 (H): 0.089, atom 60 (H): 0.083, atom 61 (H): 0.087, atom 62 (H): 0.077, atom 63 (C): -0.040, atom 64 (C): -0.481, atom 65 (C): -0.140, atom 66 (C): -0.184, atom 67 (C): -0.139, atom 68 (C): -0.482, atom 69 (N): -0.038, atom 70 (O): -0.032, atom 71 (C): -0.046, atom 72 (C): -0.048, atom 73 (C): -0.047, atom 74 (H): 0.053, atom 75 (H): 0.091, atom 76 (H): 0.087, atom 77 (H): 0.125, atom 78 (H): 0.123, atom 79 (H): 0.105, atom 80 (H): 0.114, atom 81 (H): 0.125, atom 82 (H): 0.125, atom 83 (H): 0.094, atom 84 (H): 0.084, atom 85 (H): 0.056, atom 86 (H): 0.077, atom 87 (H): 0.083, atom 88 (H): 0.089, atom 89 (H): 0.088, atom 90 (H): 0.087, atom 91 (H): 0.071

Entry 2:
The following is a DFT calculation (the ωB97M-V functional and the def2-TZVPD basis) of a 2-piece molecular cluster, C6H16NO overall.

Cartesian coordinates (Å):
C -0.9960 -1.2316 -1.3572
O -0.4198 -0.5364 -0.3641
C -0.7593 -0.6229 -2.7428
N -1.3786 -1.4126 -3.8139
H -0.6736 -2.3095 -1.4202
H -2.1149 -1.3760 -1.2782
H -1.1424 0.4047 -2.6911
H 0.3095 -0.5764 -2.9564
H -1.2073 -1.0394 -4.7360
H -2.3695 -1.5733 -3.7059
C -0.9911 0.7611 2.5529
C 0.2243 1.2973 1.8074
C 1.4111 0.3523 1.9496
C 2.4895 0.6306 0.9102
H -1.3028 -0.1820 2.1015
H -1.8597 1.4232 2.4709
H -0.7862 0.6609 3.6238
H 0.4549 2.2976 2.1892
H -0.0051 1.3078 0.7423
H 1.0505 -0.6693 1.8361
H 1.8190 0.3893 2.9737
H 2.0819 0.2895 -0.0462
H 3.3923 0.0321 1.0696
H 2.7732 1.6833 0.8848

Calculated values
- highest occupied orbital energy (Ha) = -0.09387
- relative energy (zero: lowest compared OMol25 entry of this formula, charge and spin) (kcal per mole) = 7.52
- molecular weight (Da) = 118.2
- total charge = -1
- total energy (eV) = -10018.718
- LUMO (eV) = 4.2
- gap between HOMO and LUMO (eV) = 6.7

Atom-resolved charges from Löwdin, all expressed in e: atom 1 (C): -0.544, atom 2 (O): -0.306, atom 3 (C): -0.318, atom 4 (N): -0.049, atom 5 (H): 0.081, atom 6 (H): 0.077, atom 7 (H): 0.089, atom 8 (H): 0.093, atom 9 (H): 0.030, atom 10 (H): 0.037, atom 11 (C): -0.141, atom 12 (C): -0.309, atom 13 (C): -0.310, atom 14 (C): -0.132, atom 15 (H): 0.060, atom 16 (H): 0.056, atom 17 (H): 0.056, atom 18 (H): 0.095, atom 19 (H): 0.076, atom 20 (H): 0.094, atom 21 (H): 0.093, atom 22 (H): 0.059, atom 23 (H): 0.054, atom 24 (H): 0.059

Entry 3:
The following is a DFT calculation (the ωB97M-V functional and the def2-TZVPD basis) of C32H27N2O3PPdS as an isolated structure.

Cartesian coordinates (Å):
Pd -1.9422 -0.4046 0.0134
O -3.8487 -4.2632 2.5634
S -3.1019 -3.2002 1.8987
O -3.0994 -1.9450 2.6393
O -3.3890 -3.0718 0.4797
C -1.3841 -3.7766 1.9731
C -1.2211 -5.1195 2.3111
C 0.0350 -5.6740 2.4794
C 1.1558 -4.8714 2.3283
C 0.9977 -3.5400 1.9845
C -0.2590 -2.9628 1.7741
P -0.3326 -1.1562 1.2537
C 0.1290 -0.4426 2.8932
C 0.7910 0.7844 2.9890
C 0.9994 1.4049 4.2123
C 0.5231 0.8245 5.3802
C -0.1634 -0.3800 5.3000
C -0.3569 -1.0046 4.0768
C 1.2934 -1.0910 0.3550
C 1.2146 -1.3084 -1.0228
C 2.3478 -1.2652 -1.8210
C 3.5876 -0.9820 -1.2617
C 3.6819 -0.7552 0.1035
C 2.5458 -0.8141 0.9028
H -2.1162 -5.7060 2.4662
H 0.1354 -6.7208 2.7444
H 2.1517 -5.2759 2.4728
H 1.8850 -2.9330 1.8610
H 1.1598 1.2596 2.0882
H 1.5302 2.3504 4.2511
H 0.6751 1.3098 6.3372
H -0.5613 -0.8379 6.1983
H -0.9159 -1.9309 4.0337
H 0.2362 -1.4681 -1.4636
H 2.2537 -1.4225 -2.8891
H 4.4709 -0.9265 -1.8877
H 4.6431 -0.5311 0.5534
H 2.6445 -0.6475 1.9686
C -0.1835 2.9340 -0.3761
C -1.2124 3.7254 0.4382
C -1.8712 4.7813 -0.4604
C -0.5471 4.3938 1.6472
C -2.2785 2.8354 0.9380
N -3.1062 2.1575 1.3569
H 0.4867 3.6407 -0.8749
H -0.6647 2.2940 -1.1151
H 0.4084 2.2811 0.2632
H -1.1063 5.4676 -0.8310
H -2.6207 5.3542 0.0888
H -2.3522 4.3017 -1.3132
H 0.2756 5.0244 1.3003
H -0.1510 3.6418 2.3291
H -1.2580 5.0157 2.1950
N 1.4573 1.1975 -9.2063
C 0.9913 1.0713 -8.1575
C 0.4141 0.9156 -6.8634
C 0.0521 -0.3526 -6.3840
C -0.5082 -0.5013 -5.1381
C -0.7423 0.6115 -4.2888
C -0.3672 1.8828 -4.7941
C 0.1932 2.0293 -6.0403
C -1.3061 0.4566 -3.0193
C -1.7744 0.2758 -1.8829
H 0.2199 -1.2210 -7.0100
H -0.7858 -1.4824 -4.7761
H -0.5306 2.7496 -4.1668
H 0.4714 3.0134 -6.3988

Calculated values
- highest occupied orbital energy (Ha) = -0.03373
- relative energy (zero: lowest compared OMol25 entry of this formula, charge and spin) (kcal per mole) = 2.06
- molecular weight (Da) = 657.0
- total charge = -2
- total energy (eV) = -66348.531
- LUMO (eV) = 4.3
- gap between HOMO and LUMO (eV) = 5.2

Atom-resolved charges from Löwdin, all expressed in e: atom 1 (Pd): 0.276, atom 2 (O): -0.388, atom 3 (S): 0.380, atom 4 (O): -0.384, atom 5 (O): -0.382, atom 6 (C): -0.247, atom 7 (C): -0.079, atom 8 (C): -0.106, atom 9 (C): -0.107, atom 10 (C): -0.095, atom 11 (C): -0.292, atom 12 (P): 0.932, atom 13 (C): -0.324, atom 14 (C): -0.130, atom 15 (C): -0.118, atom 16 (C): -0.123, atom 17 (C): -0.094, atom 18 (C): -0.076, atom 19 (C): -0.347, atom 20 (C): -0.098, atom 21 (C): -0.087, atom 22 (C): -0.117, atom 23 (C): -0.110, atom 24 (C): -0.127, atom 25 (H): 0.096, atom 26 (H): 0.088, atom 27 (H): 0.088, atom 28 (H): 0.083, atom 29 (H): 0.082, atom 30 (H): 0.089, atom 31 (H): 0.084, atom 32 (H): 0.094, atom 33 (H): 0.096, atom 34 (H): 0.068, atom 35 (H): 0.095, atom 36 (H): 0.087, atom 37 (H): 0.088, atom 38 (H): 0.094, atom 39 (C): -0.050, atom 40 (C): -0.591, atom 41 (C): -0.058, atom 42 (C): -0.051, atom 43 (C): -0.218, atom 44 (N): 0.168, atom 45 (H): 0.085, atom 46 (H): 0.035, atom 47 (H): 0.064, atom 48 (H): 0.078, atom 49 (H): 0.080, atom 50 (H): 0.090, atom 51 (H): 0.082, atom 52 (H): 0.069, atom 53 (H): 0.082, atom 54 (N): 0.098, atom 55 (C): -0.233, atom 56 (C): -0.277, atom 57 (C): -0.060, atom 58 (C): -0.042, atom 59 (C): -0.271, atom 60 (C): -0.046, atom 61 (C): -0.063, atom 62 (C): -0.205, atom 63 (C): -0.180, atom 64 (H): 0.106, atom 65 (H): 0.111, atom 66 (H): 0.102, atom 67 (H): 0.105

Entry 4:
The following is a DFT calculation (the ωB97M-V functional and the def2-TZVPD basis) of C4H9N2 as an isolated structure at a distorted geometry.

Cartesian coordinates (Å):
C 0.0149 0.4456 1.7944
C 0.6997 0.7829 -0.0503
C 0.9501 -1.0924 -1.5207
C -1.7630 -0.0015 -0.0925
N 1.2399 0.7025 1.2841
N -0.5771 0.5157 0.5922
H -0.4881 0.1930 2.8035
H 1.0365 1.4539 -0.8091
H 1.6390 -0.5165 -2.1708
H -0.1316 -1.0843 -1.8349
H 1.3473 -1.8962 -0.9902
H -1.6510 0.1952 -1.1212
H -2.6892 0.4799 0.3264
H -1.7966 -1.1551 0.1270
H 2.1691 0.9773 1.6621

Calculated values
- highest occupied orbital energy (spin up / spin down) (Ha) = -0.49744 / -0.49748
- relative energy (zero: lowest compared OMol25 entry of this formula, charge and spin) (kcal per mole) = 122.40
- molecular weight (Da) = 85.1
- total charge = +1
- total energy (eV) = -7262.834
- LUMO (spin up / spin down) (eV) = -5.0 / -5.0
- gap between HOMO and LUMO (spin up / spin down) (eV) = 8.5 / 8.5

Atom-resolved charges from Löwdin, all expressed in e: atom 1 (C): -0.009, atom 2 (C): -0.044, atom 3 (C): 0.192, atom 4 (C): -0.016, atom 5 (N): 0.086, atom 6 (N): -0.117, atom 7 (H): 0.197, atom 8 (H): 0.122, atom 9 (H): 0.043, atom 10 (H): 0.036, atom 11 (H): 0.008, atom 12 (H): 0.063, atom 13 (H): 0.114, atom 14 (H): 0.140, atom 15 (H): 0.185

Entry 5:
The following is a DFT calculation (the ωB97M-V functional and the def2-TZVPD basis) of a 2-piece molecular cluster, C8H11N2O2PS overall at a distorted geometry.

Cartesian coordinates (Å):
C 1.8950 1.2650 -0.4841
C 1.6361 -0.6622 0.9173
C 3.3068 1.0381 -0.4918
C 3.0130 -0.7563 1.0009
C 1.0759 0.4188 0.2822
C 3.8951 0.0910 0.2780
C -0.3794 0.4914 0.0740
C -2.8093 -1.9375 0.1333
N -1.1451 -0.4137 0.5136
N -2.5371 -0.4862 0.3059
O 5.2004 -0.0471 0.4759
O -3.3125 1.9628 0.2203
P -3.6031 0.5356 -0.4531
S -5.5509 0.1530 0.0288
H 1.4081 1.8811 -1.1635
H 0.9445 -1.3276 1.4824
H 3.9596 1.8791 -0.8850
H 3.4021 -1.6631 1.4279
H -0.7413 1.2892 -0.5329
H -2.1198 -2.4181 -0.6105
H -2.5657 -2.4288 1.0956
H -3.8679 -2.1852 -0.1123
H 5.7294 0.1567 -0.3087
H -4.0873 2.5107 -0.0422
H -2.7465 0.6535 -3.1521

Calculated values
- highest occupied orbital energy (spin up / spin down) (Ha) = -0.31057 / -0.30088
- relative energy (zero: lowest compared OMol25 entry of this formula, charge and spin) (kcal per mole) = 89.98
- molecular weight (Da) = 230.2
- total charge = 0
- total energy (eV) = -35669.173
- LUMO (spin up / spin down) (eV) = -1.7 / -0.8
- gap between HOMO and LUMO (spin up / spin down) (eV) = 6.8 / 7.4

Atom-resolved charges from Löwdin, all expressed in e: atom 1 (C): -0.004, atom 2 (C): -0.037, atom 3 (C): -0.021, atom 4 (C): 0.008, atom 5 (C): -0.222, atom 6 (C): -0.367, atom 7 (C): -0.104, atom 8 (C): -0.135, atom 9 (N): 0.044, atom 10 (N): -0.375, atom 11 (O): 0.075, atom 12 (O): -0.325, atom 13 (P): 0.319, atom 14 (S): 0.135, atom 15 (H): 0.086, atom 16 (H): 0.129, atom 17 (H): 0.137, atom 18 (H): 0.111, atom 19 (H): 0.096, atom 20 (H): 0.089, atom 21 (H): 0.087, atom 22 (H): 0.049, atom 23 (H): 0.125, atom 24 (H): 0.053, atom 25 (H): 0.046

Entry 6:
The following is a DFT calculation (the ωB97M-V functional and the def2-TZVPD basis) of a 2-piece molecular cluster, C6H9NO overall at a distorted geometry.

Cartesian coordinates (Å):
C -0.4184 -0.0839 1.7036
C -1.2431 0.9513 0.8688
O -1.4230 2.1750 1.4667
C -1.3893 0.8333 -0.5185
N -2.3675 0.2793 0.1069
H -1.0880 -0.7764 2.1992
H -0.0284 0.4089 2.5634
H 0.4204 -0.3719 1.1752
H -1.9862 2.7451 0.9587
H -0.9305 0.7582 -1.4952
C 2.2775 -0.1038 -0.5680
C 1.5422 -0.9191 -1.3279
C 0.7828 -1.7465 -2.0139
H 3.3161 -0.5150 -0.4150
H 1.7302 0.6464 -0.0197
H 0.1990 -2.5913 -1.5556
H 0.6062 -1.6896 -3.1288

Calculated values
- highest occupied orbital energy (Ha) = -0.34590
- relative energy (zero: lowest compared OMol25 entry of this formula, charge and spin) (kcal per mole) = 114.21
- molecular weight (Da) = 111.1
- total charge = 0
- total energy (eV) = -9900.651
- SMILES = C[C@@]1(O)C=N1.C=C=C
- LUMO (eV) = 0.8
- gap between HOMO and LUMO (eV) = 10.3

Atom-resolved charges from Löwdin, all expressed in e: atom 1 (C): 0.014, atom 2 (C): -0.568, atom 3 (O): 0.033, atom 4 (C): -0.078, atom 5 (N): 0.211, atom 6 (H): 0.088, atom 7 (H): 0.065, atom 8 (H): 0.010, atom 9 (H): 0.087, atom 10 (H): 0.103, atom 11 (C): -0.007, atom 12 (C): -0.209, atom 13 (C): -0.030, atom 14 (H): 0.085, atom 15 (H): 0.044, atom 16 (H): 0.077, atom 17 (H): 0.074